# C17H29N3O3

A molecular structure, C17H29N3O3 in a non-equilibrium geometry (wB97M-V/def2-TZVPD, OMol25).

Summary:
spin multiplicity: 1
strongest force on any atom: 18.168 eV Å⁻¹
LUMO energy: 0.36 eV
energy relative to the best compared isomer or geometry (same formula, charge and spin): 383.4 kcal/mol

```
52
Properties=species:S:1:pos:R:3:forces:R:3
C -6.209 -2.617 -0.325 0.061 3.816 -5.029
C -5.056 -1.678 0.152 -6.906 2.103 2.249
C -5.156 -0.190 -0.500 -3.868 -6.563 1.342
C -4.308 0.712 0.118 2.042 -0.165 0.873
C -2.868 0.266 -0.294 -1.796 4.565 17.493
C -2.040 1.461 0.442 -0.852 2.298 0.050
N -0.700 1.081 0.282 4.176 5.939 -0.561
C 0.439 1.990 0.111 -2.174 -3.945 1.849
C 1.678 1.467 -0.172 0.593 -0.680 1.147
C 1.893 0.010 -0.487 -5.976 9.287 2.055
O 0.837 -0.513 -0.595 -2.190 -5.870 -1.110
N 3.013 -0.355 -0.826 10.319 -8.383 -3.592
C 4.300 0.107 -0.794 -8.969 13.395 4.472
O 5.387 -0.067 -0.929 9.267 -5.851 -2.518
N 4.095 1.573 -0.422 -2.443 -2.230 0.677
C 2.854 2.223 0.143 1.353 -12.755 -6.846
O 3.041 3.268 0.375 1.339 14.854 4.877
H 4.909 2.100 -0.171 0.467 0.002 0.012
C 3.330 -1.754 -1.142 -8.317 -2.668 3.352
C 2.996 -2.729 0.250 -2.255 1.277 -6.058
C 3.983 -2.551 1.171 0.340 1.701 10.130
C 5.343 -2.801 1.028 -1.812 -3.024 -11.704
H 5.832 -2.092 0.178 -1.432 -1.630 0.658
H 5.449 -3.859 0.650 0.339 0.701 -0.084
H 6.109 -2.665 1.500 7.181 1.597 7.755
H 4.070 -1.481 1.574 -1.410 -0.980 0.145
H 3.738 -3.348 2.110 -0.056 2.413 -1.643
H 3.139 -3.645 -0.250 -0.232 -1.739 -0.345
H 1.934 -2.661 0.624 1.268 0.364 -0.693
H 2.491 -2.118 -1.752 0.610 0.118 -0.450
H 4.225 -1.891 -1.565 3.279 -0.450 -1.276
C 0.236 3.362 0.549 0.047 -0.317 6.698
H 1.161 3.754 1.274 -2.382 -1.230 -2.033
H -0.648 3.331 1.274 0.940 0.182 -1.030
C 0.102 4.241 -0.539 -3.020 6.152 -1.731
H -0.058 5.520 -0.179 -0.161 -3.940 -0.933
H -0.622 3.972 -1.387 1.123 0.433 1.321
H 1.074 4.352 -0.818 2.625 0.285 -2.197
H -0.426 0.288 -0.176 -0.083 -2.784 -1.196
H -2.360 2.627 0.010 1.023 -3.350 0.924
H -2.058 1.580 1.633 -1.510 -0.485 -2.385
H -2.748 -0.428 0.563 0.728 -1.226 -2.148
H -2.843 0.305 -1.189 1.290 -0.688 -11.371
H -4.655 1.590 -0.229 0.032 3.882 -1.694
H -4.628 0.840 1.153 1.029 -0.641 0.551
H -6.183 0.016 -0.361 -1.384 0.709 -0.065
H -5.038 -0.463 -1.502 0.570 0.417 -1.942
H -5.209 -1.732 1.275 0.857 0.766 -1.001
H -4.192 -1.994 -0.135 5.334 -2.601 -1.296
H -6.301 -3.535 0.093 0.399 -2.926 1.192
H -7.236 -2.191 -0.262 0.723 0.298 0.416
H -6.115 -2.679 -1.537 -0.127 -0.435 2.695
```
Forces are in eV/Å.

Löwdin atomic charge list, values in e, 4 entries: C -0.112; C -0.207; C -0.246; C -0.280

# C5H8N2

A single C5H8N2 molecule in a non-equilibrium geometry (wB97M-V/def2-TZVPD, OMol25).

Summary:
spin multiplicity: 1
strongest force on any atom: 4.168 eV Å⁻¹
LUMO energy: 1.08 eV
energy relative to the best compared isomer or geometry (same formula, charge and spin): 50.2 kcal/mol
SMILES string: Cc1ccn(C)n1

```
15
Properties=species:S:1:pos:R:3:forces:R:3
C -0.369 0.332 2.374 0.125 0.000 0.032
C 0.130 0.123 0.970 0.227 0.049 0.241
C 1.430 -0.040 0.461 0.296 0.030 0.093
C 1.289 -0.206 -0.909 0.013 0.093 0.047
N -0.026 -0.134 -1.165 0.163 0.099 0.629
C -1.019 -0.237 -2.229 -0.215 0.017 0.742
N -0.721 0.054 -0.030 0.257 0.152 0.964
H -1.107 1.134 2.424 0.044 -0.006 -0.172
H 0.439 0.595 3.052 0.134 0.002 -0.050
H -0.850 -0.559 2.780 0.050 -0.077 -0.147
H 2.337 -0.026 1.038 0.160 -0.044 -0.081
H 2.012 -0.363 -1.696 -0.044 0.031 0.126
H -0.827 -1.112 -2.891 -0.561 0.145 0.884
H -0.957 0.630 -2.928 -0.427 -0.253 0.847
H -1.779 -0.221 -1.194 -0.219 -0.238 -4.156
```
Forces are in eV/Å.

Löwdin atomic charge list, values in e, 4 entries: C -0.035; C -0.342; C -0.037; C -0.068

# C25H19F5IrN7O3S3

A molecular structure, C25H19F5IrN7O3S3 in a non-equilibrium geometry (wB97M-V/def2-TZVPD, OMol25).

Summary:
spin multiplicity: 5
strongest force on any atom: 1.202 eV Å⁻¹
LUMO energy (alpha / beta): -0.73 / -3.91 eV
energy relative to the best compared isomer or geometry (same formula, charge and spin): 8.6 kcal/mol

```
63
Properties=species:S:1:pos:R:3:forces:R:3
Ir 0.138 0.123 -0.384 0.442 -0.450 -1.024
C 4.106 2.819 2.681 -0.017 -0.060 0.005
C 4.487 1.426 2.191 -0.085 0.065 -0.003
N 3.438 0.444 2.450 0.032 0.138 0.107
C 2.352 0.274 1.692 0.110 0.120 -0.186
S 2.247 0.994 0.117 -0.170 -0.063 0.172
N 1.379 -0.472 2.238 0.143 -0.168 0.226
N 0.327 -0.615 1.475 -0.369 0.189 0.049
C -0.777 -1.349 1.973 0.098 -0.064 0.114
C -0.790 -1.920 3.347 0.098 0.113 -0.043
C -1.809 -1.494 1.066 -0.026 0.060 -0.306
C -3.006 -2.205 1.356 0.043 0.016 0.012
C -3.955 -2.363 0.392 -0.073 0.013 -0.124
C -3.738 -1.815 -0.885 -0.068 -0.053 0.076
C -2.579 -1.111 -1.126 0.062 0.053 0.064
N -1.631 -0.929 -0.201 -0.209 -0.070 0.229
H 4.936 3.509 2.523 -0.024 -0.005 -0.007
H 3.870 2.808 3.747 0.022 0.011 -0.027
H 3.238 3.196 2.139 0.013 0.004 0.020
H 5.388 1.071 2.686 0.034 -0.030 0.014
H 4.682 1.437 1.120 0.038 -0.050 -0.021
H 3.358 0.083 3.390 -0.001 -0.050 -0.029
H 0.138 -1.688 3.860 -0.014 -0.007 0.009
H -0.907 -3.005 3.306 -0.005 -0.001 0.018
H -1.621 -1.512 3.927 0.004 0.000 0.005
H -3.147 -2.612 2.347 0.024 -0.002 -0.008
H -4.867 -2.905 0.606 0.010 0.011 -0.008
H -4.463 -1.927 -1.678 0.010 0.009 0.019
H -2.391 -0.671 -2.095 0.030 0.003 0.008
O -1.642 5.257 6.378 -0.083 0.079 -0.026
S -2.673 6.272 6.262 0.041 -0.007 0.189
O -2.216 7.635 6.449 -0.073 -0.140 -0.057
O -3.937 5.937 6.894 0.132 0.046 -0.093
C -3.124 6.221 4.497 -0.023 -0.063 -0.271
N -3.979 7.147 4.029 0.220 -0.283 0.050
C -4.305 7.049 2.752 -0.007 0.079 0.151
C -3.807 6.057 1.916 -0.165 0.026 -0.426
C -2.930 5.162 2.488 0.077 -0.044 0.083
N -2.591 5.242 3.765 -0.157 0.364 0.440
C -2.269 4.042 1.769 0.035 -0.039 -0.034
C -2.535 3.683 0.453 -0.065 0.005 -0.102
C -1.867 2.611 -0.105 -0.153 -0.063 -0.019
N -0.960 1.896 0.561 0.013 -0.026 -0.180
C -0.690 2.248 1.823 0.030 0.064 0.061
C -1.318 3.294 2.457 0.072 -0.023 0.084
H -4.994 7.800 2.375 0.007 -0.037 -0.033
H -4.096 6.005 0.874 0.000 0.055 0.062
H -3.262 4.220 -0.141 0.006 -0.020 -0.007
H -2.071 2.299 -1.124 -0.028 -0.007 0.069
H 0.060 1.670 2.344 -0.006 -0.010 -0.016
H -1.094 3.551 3.485 -0.002 -0.006 -0.021
F -2.258 4.769 -5.406 -0.001 -0.019 0.020
C -1.715 3.744 -4.770 -0.022 0.026 -0.034
C -1.918 2.454 -5.236 -0.081 0.069 -0.070
F -2.668 2.247 -6.313 0.021 0.018 0.012
C -1.343 1.393 -4.570 0.055 -0.054 0.054
F -1.559 0.162 -5.032 0.007 -0.017 -0.007
C -0.567 1.576 -3.426 -0.022 0.210 0.037
S 0.206 0.202 -2.674 -0.083 0.105 0.842
C -0.385 2.886 -2.977 0.067 -0.094 -0.022
F 0.360 3.130 -1.903 0.071 0.019 -0.084
C -0.947 3.960 -3.637 -0.034 0.102 0.007
F -0.757 5.198 -3.192 -0.003 -0.043 -0.019
```
Forces are in eV/Å.

Löwdin atomic charge list, values in e, 4 entries: Ir 0.898; C -0.074; C -0.253; N 0.009

# C10H11F4MnN2SbSe4

A molecular structure, C10H11F4MnN2SbSe4 in a non-equilibrium geometry (wB97M-V/def2-TZVPD, OMol25).

Summary:
spin multiplicity: 5
strongest force on any atom: 1.365 eV Å⁻¹
LUMO energy (alpha / beta): 1.25 / 2.26 eV
energy relative to the best compared isomer or geometry (same formula, charge and spin): 0.0 kcal/mol
net charge: -1

```
33
Properties=species:S:1:pos:R:3:forces:R:3
Mn 0.268 -0.569 0.583 -0.694 -0.898 0.758
C -0.857 1.903 2.052 -0.030 0.049 -0.009
N -1.346 0.569 1.701 0.173 -0.063 -0.141
C -1.838 -0.140 2.880 0.015 0.019 0.022
C -2.371 0.592 0.644 -0.028 0.075 -0.037
C -1.793 1.014 -0.719 0.097 0.041 -0.003
N -0.395 0.637 -0.776 -0.025 -0.016 0.058
C 0.292 0.046 -1.783 0.339 0.008 -0.354
C 1.681 -0.227 -1.482 -0.593 0.046 -0.690
F -1.034 -1.894 0.179 0.512 0.506 0.182
C 2.439 -0.912 -2.405 0.262 -0.003 0.016
F 3.737 -1.113 -2.141 0.044 -0.072 0.029
C 1.953 -1.365 -3.619 0.066 0.030 0.025
C 0.645 -1.052 -3.913 -0.044 -0.071 -0.012
F 0.126 -1.453 -5.084 -0.046 0.010 -0.050
C -0.171 -0.366 -3.041 -0.043 0.104 0.177
F -1.443 -0.112 -3.422 -0.062 -0.013 -0.013
H -1.663 2.517 2.479 0.004 -0.005 0.000
H -0.462 2.394 1.163 -0.004 -0.002 -0.008
H -0.045 1.815 2.775 -0.011 -0.007 0.000
H -2.720 0.362 3.303 0.002 0.001 -0.010
H -1.051 -0.176 3.631 0.003 -0.004 0.004
H -2.097 -1.159 2.598 -0.005 -0.005 0.000
H -3.198 1.261 0.925 0.025 -0.006 0.020
H -2.748 -0.424 0.567 -0.003 -0.009 -0.015
H -1.861 2.103 -0.832 -0.026 -0.009 -0.007
H -2.400 0.568 -1.504 -0.045 -0.041 0.001
H 2.561 -1.921 -4.314 0.065 0.014 0.020
Se 5.385 -1.896 1.626 0.212 -0.193 -0.083
Sb 3.391 -0.761 2.138 0.118 0.093 0.082
Se 2.386 0.680 0.063 0.109 0.288 0.173
Se 1.329 -2.111 2.222 -0.326 -0.005 -0.200
Se 3.304 1.189 3.504 -0.060 0.139 0.067
```
Forces are in eV/Å.

Löwdin atomic charge list, values in e, 4 entries: Mn 0.444; C -0.077; N -0.341; C -0.100

# C5H12O2

3 unconnected molecules or ions with the total composition C5H12O2 (wB97M-V/def2-TZVPD, OMol25).

Summary:
spin multiplicity: 1
strongest force on any atom: 0.488 eV Å⁻¹
LUMO energy: 0.64 eV
energy relative to the best compared isomer or geometry (same formula, charge and spin): 46.4 kcal/mol
SMILES string: C=CCC.C=O.O

```
19
Properties=species:S:1:pos:R:3:forces:R:3
C -0.459 0.402 -1.748 0.137 -0.109 0.025
C 0.449 -0.387 -1.177 -0.104 0.104 -0.146
C 1.757 0.070 -0.594 0.016 0.051 -0.049
C 2.126 -0.630 0.715 0.000 -0.042 0.047
H -1.354 -0.001 -2.218 0.160 0.042 0.073
H -0.335 1.483 -1.791 0.014 -0.146 0.025
H 0.275 -1.466 -1.157 0.026 0.144 -0.032
H 2.540 -0.130 -1.340 -0.087 0.021 0.099
H 1.735 1.160 -0.458 0.003 -0.153 -0.035
H 3.137 -0.349 1.031 -0.171 -0.029 -0.020
H 1.419 -0.378 1.511 0.145 -0.091 -0.137
H 2.112 -1.720 0.589 0.014 0.149 -0.003
C -2.713 -0.212 0.162 -0.161 0.230 0.139
O -2.940 0.797 0.788 0.053 -0.423 -0.237
H -1.932 -0.928 0.469 -0.071 0.090 0.026
H -3.286 -0.462 -0.750 0.032 0.045 0.121
O -0.523 0.676 2.252 -0.065 0.171 -0.038
H -0.058 1.418 1.849 -0.038 -0.092 0.087
H -1.446 0.809 1.975 0.094 0.036 0.055
```
Forces are in eV/Å.

Löwdin atomic charge list, values in e, 4 entries: C -0.027; C -0.202; C -0.269; C -0.112

# C6H9N

A single C6H9N molecule in a non-equilibrium geometry (wB97M-V/def2-TZVPD, OMol25).

Summary:
spin multiplicity: 1
strongest force on any atom: 3.346 eV Å⁻¹
LUMO energy (alpha / beta): 0.03 / -0.31 eV
energy relative to the best compared isomer or geometry (same formula, charge and spin): 142.6 kcal/mol

```
16
Properties=species:S:1:pos:R:3:forces:R:3
C 2.285 0.512 2.353 2.644 1.036 1.414
C 1.264 0.489 1.398 -1.467 0.621 -0.444
C 1.039 -0.239 0.348 2.154 -2.481 0.485
C 0.117 -0.478 -0.602 -2.624 0.279 -2.058
C -1.278 -0.143 -0.421 -0.074 0.327 -0.513
C -2.047 0.352 -1.595 -0.395 0.505 -0.083
N -2.226 -1.013 -1.141 -0.551 -0.186 0.434
H 2.049 0.801 3.382 -0.420 -0.520 -0.069
H 2.993 1.325 2.082 -0.077 -0.297 -0.004
H 2.891 -0.414 2.313 -0.279 0.123 0.292
H 1.630 -1.194 0.231 1.024 0.935 0.586
H 0.383 -0.978 -1.533 -0.055 -0.084 0.348
H -1.558 0.247 0.553 -0.021 -0.085 -0.092
H -1.557 0.451 -2.559 -0.025 0.054 0.166
H -2.814 1.092 -1.372 0.023 -0.150 -0.209
H -3.075 -1.083 -0.580 0.144 -0.078 -0.253
```
Forces are in eV/Å.

Löwdin atomic charge list, values in e, 4 entries: C -0.151; C -0.040; C -0.218; C -0.088